Computed, not measured: the ion C9H16N3O2 with charge +1 in a non-equilibrium geometry, with ωB97M-V with the def2-TZVPD basis set.

Last column: Mulliken charge in e.
Element x y z (Å)
C1 1.310665 0.395133 0.526527  -0.29
C2 0.286666 2.508968 0.071958  0.08
C3 3.683816 -0.018567 0.015346  0.77
C4 -1.234059 0.652547 0.697838  0.59
C5 4.684862 -1.115656 0.132353  -1.18
C6 -1.823571 0.146402 1.958854  -1.82
C7 -2.978608 -0.025448 -0.814321  -1.53
C8 -0.701559 0.323661 -1.793196  -1.60
C9 -1.455935 -0.133542 -0.551436  0.96
N1 -0.875046 1.937100 0.675026  0.07
N2 1.376815 1.647943 0.078411  0.13
N3 2.387386 -0.378852 0.473802  -0.09
O1 0.334793 3.640908 -0.281916  -0.50
O2 3.890397 1.081034 -0.424615  -0.60
H1 5.688164 -0.696010 0.095021  0.35
H2 4.572381 -1.792237 -0.716998  0.32
H3 4.558249 -1.690953 1.048497  0.36
H4 -2.819629 0.571065 2.101215  0.45
H5 -1.226798 0.453699 2.817073  0.51
H6 -1.919513 -0.935880 1.953908  0.38
H7 -3.269687 1.010385 -0.967553  0.40
H8 -3.561161 -0.445857 -0.000209  0.40
H9 -3.211795 -0.579715 -1.719322  0.43
H10 0.364892 0.135737 -1.703401  0.32
H11 -0.863312 1.380946 -1.993708  0.37
H12 -1.059263 -0.238509 -2.651341  0.48
H13 -1.229257 -1.184642 -0.354513  0.34
H14 -1.191623 2.519476 1.448273  0.34
H15 2.260099 2.054405 -0.260855  0.29
H16 2.285436 -1.319504 0.839639  0.28

Cartesian forces, eV/Å:
-1.4 0.0 0.4
-0.2 0.2 -0.2
0.1 -0.1 0.0
0.9 -0.1 -0.1
0.4 0.0 -0.1
-0.1 0.0 0.4
0.0 0.0 0.1
0.0 -0.2 0.2
0.1 0.0 -0.4
-0.5 0.1 0.3
1.1 -0.1 -0.1
0.1 0.0 0.0
0.0 0.0 0.0
0.1 0.0 0.0
-0.1 0.0 0.0
0.0 0.0 0.0
0.0 0.0 0.0
-0.1 0.0 -0.1
0.1 0.0 -0.1
0.0 0.0 -0.1
-0.1 0.1 0.0
-0.1 0.0 0.0
0.0 0.0 0.0
0.0 0.0 -0.1
0.0 0.1 -0.1
-0.1 0.0 -0.1
0.0 0.1 0.2
0.1 -0.1 0.0
-0.3 -0.1 0.0
0.0 0.2 -0.1

Values from the calculation:
energy: -18150.98574 eV
max |F|: 1.48 eV Å⁻¹
E_HOMO: -0.4808 Ha
energy relative to the best compared isomer or geometry (same formula, charge and spin): 1.193 eV
charge: +1


Computed, not measured: a structure of composition C31H30F12N3O3S2V in a non-equilibrium geometry, with ωB97M-V with the def2-TZVPD basis set.

Last column: Mulliken spin population.
Element x y z (Å)
V1 -0.290234 -1.683266 1.463971  1.06
C1 -5.969334 -0.187966 -2.244429  0.00
C2 -4.746234 -0.165766 -1.376029  0.00
C3 -4.303534 1.012434 -0.782829  0.00
C4 -3.154634 1.044434 -0.033029  0.00
C5 -2.355834 -0.105466 0.171771  0.00
N1 -1.198834 -0.069266 0.870771  -0.06
C6 -0.558434 1.115934 1.126671  -0.06
C7 -0.430334 2.119534 0.141671  -0.01
C8 0.140166 3.343734 0.404771  0.00
C9 0.579466 3.658834 1.686071  -0.01
C10 1.111466 5.016034 2.040171  0.00
C11 0.526766 2.662534 2.649671  0.01
C12 0.028066 1.396234 2.386171  0.03
C13 0.139766 0.313234 3.461271  0.01
O1 -0.112134 -0.933066 3.050571  -0.03
C14 -0.839434 0.613934 4.622171  -0.01
F1 -0.861934 -0.366866 5.530371  0.00
F2 -2.086534 0.743334 4.157771  0.00
F3 -0.579734 1.746434 5.314671  0.00
C15 1.592866 0.253334 3.993671  0.00
F4 2.408266 0.069534 2.936471  0.00
F5 2.083966 1.316134 4.664171  0.00
F6 1.787266 -0.783166 4.812371  0.00
C16 -2.889534 -1.326166 -0.329929  0.06
C17 -4.043734 -1.329166 -1.096329  0.00
C18 -2.173534 -2.618366 0.039471  0.01
O2 -0.836334 -2.483066 -0.000829  0.01
C19 -2.478934 -3.820066 -0.895829  0.00
F7 -2.245534 -3.512866 -2.180029  0.00
F8 -1.672634 -4.844166 -0.591129  0.00
F9 -3.724634 -4.343766 -0.889829  0.00
C20 -2.675034 -3.047866 1.468471  -0.01
F10 -1.855934 -3.947666 2.043471  0.01
F11 -2.805834 -2.028866 2.338471  -0.01
F12 -3.895634 -3.621566 1.445271  0.00
H1 -6.132334 0.790834 -2.690729  0.00
H2 -6.850334 -0.446166 -1.656929  0.00
H3 -5.863034 -0.925266 -3.036929  0.00
H4 -4.873134 1.922034 -0.924929  0.00
H5 -2.857334 1.970734 0.437371  0.00
H6 -0.799634 1.905834 -0.850929  0.00
H7 0.233166 4.074634 -0.387529  0.00
H8 0.723066 5.773734 1.362571  0.00
H9 2.201666 5.032634 1.986371  0.00
H10 0.825266 5.269234 3.059171  0.00
H11 0.886666 2.903734 3.636971  0.00
H12 -4.418034 -2.256266 -1.500529  0.00
C21 2.986566 4.223834 -2.979829  0.00
C22 2.246566 2.921334 -2.899729  0.00
C23 2.882166 1.774034 -2.433029  0.00
C24 2.183766 0.591934 -2.291629  0.00
C25 0.834166 0.527234 -2.606529  0.00
C26 0.192866 1.661534 -3.087229  0.00
C27 0.901866 2.839434 -3.243929  0.00
S1 -0.019934 -1.037166 -2.173029  0.00
C28 -1.081434 -1.070766 -3.711129  0.00
O3 1.017566 -2.048066 -2.387629  0.00
H13 4.042666 4.058134 -3.184229  0.00
H14 2.906566 4.749634 -2.026129  0.00
H15 2.571866 4.863634 -3.756129  0.00
H16 3.933166 1.820334 -2.182229  0.00
H17 2.667566 -0.310066 -1.948129  0.00
H18 -0.857634 1.634634 -3.339829  0.00
H19 0.403166 3.711534 -3.645929  0.00
H20 -0.581334 -0.600966 -4.550729  0.00
H21 -2.016834 -0.572366 -3.479929  0.00
H22 -1.266634 -2.117166 -3.921629  0.00
C29 4.040266 -1.032866 0.641771  0.00
N2 2.828666 -1.825366 0.605471  -0.01
C30 2.719266 -3.050766 1.173771  0.00
S2 1.318966 -3.520766 1.969571  0.01
N3 3.790966 -3.914666 1.106271  0.00
C31 4.405366 -4.189266 -0.185729  0.00
H23 4.277766 -0.709466 1.660371  0.00
H24 3.891066 -0.148666 0.024071  0.00
H25 4.885066 -1.601466 0.259271  0.00
H26 1.945166 -1.299266 0.701171  0.00
H27 3.578166 -4.764266 1.616371  0.00
H28 4.199666 -3.374966 -0.874929  0.00
H29 3.998866 -5.103266 -0.626929  0.00
H30 5.484466 -4.308566 -0.056029  0.00

Cartesian forces, eV/Å:
2.5 0.3 0.8
0.0 0.0 0.2
0.0 0.0 0.0
-0.1 -0.2 -0.2
0.2 -0.1 0.1
-0.8 0.2 -0.4
-0.2 0.1 -0.2
0.4 1.0 0.3
0.0 -0.3 0.1
0.0 0.0 0.2
-0.1 -0.1 0.0
0.1 -0.1 -0.1
0.0 0.2 -0.3
-0.1 -0.1 -0.2
-0.2 0.9 0.7
0.2 0.5 2.1
-0.4 0.2 0.4
0.1 -0.2 0.1
-0.1 -0.1 -0.2
0.3 0.1 -0.2
0.8 -0.2 0.0
0.1 0.1 0.0
-0.3 0.3 -0.1
-0.2 -0.2 0.1
0.1 0.0 0.1
0.0 0.3 0.0
-1.4 -0.2 0.1
-0.5 -2.0 -2.6
-0.1 -0.8 -0.4
0.3 0.3 -0.2
0.1 0.0 0.1
-0.2 0.3 0.1
-0.7 -0.2 0.6
0.1 -0.1 -0.1
-0.2 0.0 -0.1
-0.1 0.0 -0.1
-0.1 0.0 -0.1
-0.2 0.0 0.0
-0.1 0.0 -0.1
0.0 0.1 0.0
0.0 0.0 0.0
0.0 0.0 0.1
-0.1 0.1 -0.1
0.0 0.1 0.0
0.1 0.1 0.0
0.0 0.1 0.1
0.0 0.0 0.1
0.0 -0.1 0.0
0.0 0.0 0.0
0.0 -0.1 0.0
-0.1 0.3 -0.1
-0.2 -0.3 0.0
-0.2 0.0 0.2
0.0 -0.2 0.0
0.1 0.0 0.0
-0.5 1.4 -1.5
0.4 0.1 0.6
0.8 -1.0 0.1
0.1 0.1 0.0
0.0 0.1 0.0
0.0 0.1 0.0
0.1 0.0 0.1
0.1 -0.1 0.1
-0.1 0.0 0.0
-0.1 0.1 0.0
0.2 0.0 0.0
-0.2 0.1 0.0
0.0 -0.1 0.1
0.2 -0.2 0.0
0.3 -0.9 0.3
0.1 0.8 -0.2
0.2 -0.6 0.1
-0.4 0.1 0.1
0.3 0.0 0.0
0.0 0.0 -0.1
0.0 0.0 0.0
0.1 0.1 -0.1
-0.2 -0.1 0.0
0.0 0.2 0.0
0.0 0.0 0.0
0.0 0.0 0.0
-0.1 0.0 -0.2

Values from the calculation:
energy: -123217.64153 eV
max |F|: 3.32 eV Å⁻¹
E_HOMO (alpha / beta): -0.1096 / -0.0885 Ha
2S+1: 2
energy relative to the best compared isomer or geometry (same formula, charge and spin): 1.501 eV
charge: -1


Computed, not measured: a cluster of 14 separate species, C26H80N16O14 in total in a non-equilibrium geometry, with ωB97M-V with the def2-TZVPD basis set.

Last column: Mulliken charge in e.
Element x y z (Å)
C1 3.939980 3.391808 -1.641814  0.64
O1 4.042288 2.352388 -2.258649  -0.67
N1 4.800430 4.293035 -1.571563  -0.41
N2 2.957854 3.592699 -0.838193  -0.36
H1 5.633969 4.100415 -2.108419  0.27
H2 4.611912 5.171007 -1.109241  0.18
H3 2.251053 2.871576 -0.861049  -0.12
H4 2.726790 4.497699 -0.453907  0.26
C2 0.299934 -5.366520 -2.194911  0.77
O2 -0.735979 -5.915610 -1.967052  -0.67
N3 0.977425 -4.687631 -1.355857  -0.19
N4 1.093797 -5.641241 -3.169287  -0.49
H5 0.537291 -4.364315 -0.506236  -0.02
H6 1.984184 -4.760007 -1.391838  0.17
H7 1.788320 -4.990840 -3.507955  0.19
H8 0.762131 -6.394618 -3.754547  0.25
C3 -0.328818 -4.726483 2.619060  0.67
O3 0.058925 -3.877161 1.798980  -0.63
N5 0.303544 -5.751379 3.064215  -0.33
N6 -1.474006 -4.628777 3.185047  -0.28
H9 1.176276 -5.944628 2.594004  0.31
H10 0.007187 -6.335465 3.833058  0.13
H11 -2.097040 -3.885387 2.903461  -0.08
H12 -1.638572 -5.092662 4.066997  0.22
C4 0.921979 1.051130 -6.143806  0.59
O4 0.372487 1.464825 -5.118243  -0.75
N7 1.284499 1.786269 -7.161707  -0.46
N8 1.147283 -0.232675 -6.332106  -0.34
H13 1.290606 2.770185 -6.933728  0.29
H14 1.849635 1.280893 -7.829027  0.16
H15 0.913501 -0.871025 -5.585148  0.17
H16 1.515009 -0.555295 -7.215735  0.16
C5 3.951766 3.092031 3.322290  0.67
O5 3.678575 2.837796 4.464731  -0.68
N9 5.012014 3.754216 2.954549  -0.34
N10 3.141268 2.764741 2.328401  0.16
H17 5.118189 3.987500 1.977610  0.12
H18 5.613971 4.100390 3.687969  0.24
H19 2.279528 2.326863 2.621288  -0.17
H20 3.356309 3.129161 1.411316  0.17
C6 1.919071 -2.576567 4.796653  0.57
O6 1.937093 -1.841874 5.781270  -0.75
N11 1.263843 -2.227284 3.717279  0.63
N12 2.565427 -3.718201 4.690595  -0.37
H21 0.664724 -1.418769 3.803576  -0.42
H22 1.011385 -2.794432 2.920594  0.05
H23 2.917751 -4.154122 5.530800  0.24
H24 2.488820 -4.198281 3.805293  0.18
C7 -1.185830 -0.274211 5.005004  0.82
O7 -0.549319 0.031467 4.066578  -0.77
N13 -1.772593 -1.427952 5.145475  -0.36
N14 -1.409193 0.493447 6.030216  -0.41
H25 -2.090696 -1.662466 6.074952  0.13
H26 -1.798981 -2.060753 4.358736  0.01
H27 -1.911058 0.158376 6.840127  0.16
H28 -0.949676 1.389887 5.957184  0.10
C8 -3.240657 1.783851 -4.894054  0.53
O8 -4.491203 1.862737 -4.922434  -0.80
N15 -2.446575 2.027205 -3.890242  0.11
N16 -2.503081 1.474950 -5.902233  -0.09
H29 -1.443080 1.916154 -3.917853  0.23
H30 -2.820170 2.316095 -2.997453  -0.04
H31 -2.797922 1.292975 -6.850948  0.21
H32 -1.514054 1.547505 -5.710740  0.12
C9 -1.432288 4.850657 -0.784832  -1.05
C10 -2.789796 4.102891 -0.841152  0.80
C11 -3.721345 4.641945 -1.925999  -1.71
O9 -2.539243 2.732578 -1.192035  -0.63
H33 -1.545611 5.926863 -0.654298  0.45
H34 -0.997528 4.746693 -1.778944  0.24
H35 -0.780587 4.375019 -0.051921  -0.01
H36 -3.361492 4.042998 0.084960  0.17
H37 -4.642214 4.066380 -2.019911  0.40
H38 -3.179640 4.654609 -2.871788  0.38
H39 -4.215568 5.584398 -1.690141  0.42
H40 -1.738083 2.461713 -0.737747  0.08
C12 -3.072452 -1.769351 -4.925019  -1.53
C13 -1.721855 -2.007713 -4.136126  1.84
C14 -2.059580 -2.492751 -2.713564  -0.64
O10 -0.994211 -3.022280 -4.801981  -0.63
H41 -3.499303 -0.924944 -4.383832  0.26
H42 -3.719851 -2.633011 -4.773104  0.38
H43 -3.026954 -1.614702 -6.003028  0.36
H44 -1.069023 -1.134839 -4.138181  -0.77
H45 -1.102479 -2.691630 -2.231388  -0.46
H46 -2.686385 -3.382394 -2.652366  0.64
H47 -2.649127 -1.732549 -2.201074  0.32
H48 -0.074306 -2.862136 -4.578961  0.30
C15 4.332477 -2.111470 -0.103231  -0.95
C16 5.479637 -1.214931 0.189048  0.14
C17 5.171063 0.282096 0.220712  -0.84
O11 5.794148 -1.505300 1.548914  -0.60
H49 3.901124 -1.897874 -1.081189  0.33
H50 3.547424 -1.933746 0.631756  0.02
H51 4.417460 -3.197643 -0.069851  0.36
H52 6.269935 -1.483835 -0.511830  0.34
H53 4.113532 0.498693 0.371804  0.09
H54 5.621443 0.743586 -0.658088  0.40
H55 5.641849 0.755844 1.082122  0.38
H56 5.042051 -1.151492 2.029298  0.35
C18 -1.989244 3.012645 2.928361  -0.93
C19 -0.505157 3.349237 3.113370  0.67
C20 -0.184704 3.993053 4.448488  -1.19
O12 0.133382 2.143972 2.727838  -0.37
H57 -2.126080 2.445547 2.007611  0.06
H58 -2.727981 3.811622 2.991654  0.44
H59 -2.353691 2.339133 3.704019  0.27
H60 -0.264053 4.049845 2.313915  0.05
H61 -0.788647 4.895773 4.540413  0.38
H62 0.889576 4.175727 4.473701  0.32
H63 -0.339852 3.301218 5.276372  0.07
H64 -0.289107 1.487579 3.286626  0.00
C21 -4.390136 -0.746387 1.644720  -1.12
C22 -4.363282 -2.243693 1.767215  0.38
C23 -3.715423 -2.848946 0.557263  -0.83
O13 -3.530820 -2.551743 2.866295  -0.46
H65 -4.880092 -0.222232 2.465274  0.45
H66 -4.822679 -0.357767 0.722769  0.43
H67 -3.354556 -0.406295 1.645598  0.00
H68 -5.355738 -2.650621 1.960953  0.32
H69 -4.389491 -2.967206 -0.291115  0.51
H70 -3.323673 -3.820151 0.859563  0.39
H71 -2.888472 -2.212304 0.242712  -0.29
H72 -4.052156 -2.350965 3.646992  0.25
C24 -0.161012 -0.609422 0.396759  -0.76
C25 0.476885 0.493728 -0.573131  0.69
C26 -0.166359 0.320655 -2.011177  -0.61
O14 0.097736 1.710812 0.031965  1.13
H73 -1.248293 -0.538389 0.426075  -0.20
H74 0.176968 -0.583249 1.432710  0.12
H75 0.150774 -1.577918 0.005719  0.32
H76 1.562898 0.404174 -0.598770  -0.18
H77 0.303019 0.933829 -2.780467  0.51
H78 -1.186080 0.688730 -1.898109  0.00
H79 -0.157977 -0.747175 -2.229764  -0.20
H80 0.080775 1.640169 0.989216  -0.09

Cartesian forces, eV/Å:
-1.6 -4.5 -1.0
0.5 -1.2 -1.3
6.0 5.0 -0.8
-5.0 0.1 3.1
0.0 0.7 0.2
0.5 -0.2 -0.3
-0.4 0.3 0.2
-0.2 -0.3 -0.1
-1.1 -2.0 1.0
-3.0 -0.7 -0.1
2.2 4.6 5.1
2.0 -2.2 -5.9
0.2 0.0 0.2
-0.4 0.3 0.3
-0.3 -0.4 0.0
0.3 0.4 -0.4
0.1 2.8 -1.8
0.6 -1.0 -0.7
4.3 -3.5 0.2
-4.7 1.2 2.1
0.0 -0.3 0.4
0.0 0.2 -0.5
-0.1 0.1 0.2
-0.3 0.1 -0.4
-1.4 -0.3 2.4
0.2 0.4 -0.1
0.4 1.6 -1.3
0.4 -2.6 0.0
0.4 0.0 -0.8
0.2 1.3 -0.2
0.0 0.1 -0.4
-0.2 -0.4 0.5
-1.7 -0.6 0.8
-0.1 -0.5 2.3
3.1 1.8 -0.9
-0.9 -0.5 -1.5
0.5 0.1 0.5
0.0 0.0 -0.5
-0.3 0.1 -0.6
-0.8 -0.6 -0.1
-0.3 2.1 1.5
0.1 -0.4 0.7
-1.9 1.4 -2.5
1.4 -2.5 0.1
0.3 0.2 0.1
0.3 -0.4 0.1
0.1 0.1 -0.5
0.3 -0.2 0.5
-1.4 -1.1 2.0
2.5 1.5 -4.4
-1.5 -3.4 0.1
0.0 3.0 2.2
-0.1 -0.6 -0.6
0.1 -0.1 0.4
0.3 0.7 -0.2
-0.2 -0.1 0.8
-4.4 0.6 0.0
1.4 -0.1 0.5
0.8 1.1 4.3
2.7 -1.4 -4.7
-0.3 0.0 -0.2
0.0 -0.2 -0.1
-0.4 0.1 0.6
0.0 -0.2 -0.7
-1.1 -0.3 -0.4
-0.3 -0.1 -0.5
-0.4 0.0 0.3
-0.1 0.3 0.1
-0.1 -0.1 0.5
0.2 -0.2 0.0
0.1 0.3 0.1
0.3 0.6 0.5
0.4 -0.9 -0.2
-0.3 0.2 -0.1
0.9 0.6 0.1
0.5 -0.3 0.2
1.1 -0.1 1.3
-2.1 -0.8 -0.8
0.1 0.7 -0.4
0.7 -0.5 -0.6
-0.5 0.2 -0.5
0.0 -0.1 0.1
0.5 0.3 0.2
-0.5 0.5 0.2
-0.2 0.0 0.5
0.3 -0.2 -0.6
0.4 0.3 0.3
0.1 -0.4 0.0
-2.2 -0.1 -1.0
-0.3 0.0 1.4
0.4 0.2 -0.8
1.3 -0.8 0.4
-0.2 0.2 -0.2
-0.3 0.3 0.0
1.1 0.0 0.1
0.6 0.3 0.6
-0.2 0.0 -0.6
-0.7 0.4 -0.2
0.4 -0.3 0.0
0.0 0.0 0.4
-0.8 -0.1 0.5
-1.8 0.4 -1.5
0.8 -0.9 -0.4
1.1 0.8 0.5
0.0 0.3 -0.2
0.3 0.5 -0.3
0.3 -0.3 0.4
0.2 0.3 0.1
0.2 0.0 0.2
0.0 0.5 0.1
-0.4 0.1 0.1
0.3 -1.2 0.4
0.0 1.1 -0.2
-0.4 0.7 -0.7
0.2 -0.4 -0.1
0.2 -0.6 1.0
-0.2 -0.2 0.2
-0.2 -0.3 -0.1
0.1 0.0 0.0
-0.1 -0.1 -0.2
-0.1 0.0 0.1
0.0 -0.1 -0.4
0.1 -0.1 0.0
0.2 0.1 0.3
1.2 0.0 -1.4
-2.0 -1.8 0.9
0.6 0.8 2.0
0.0 1.5 -1.5
0.0 0.1 -0.3
0.3 0.4 0.0
-0.3 -0.3 0.1
0.2 -0.1 -0.1
0.3 -0.3 0.0
-0.2 -0.4 -0.2
0.0 0.3 -0.2
0.2 0.0 0.6

Values from the calculation:
energy: -80770.04813 eV
max |F|: 7.85 eV Å⁻¹
E_HOMO: -0.3142 Ha
energy relative to the best compared isomer or geometry (same formula, charge and spin): 5.122 eV
charge: 0